Record 1
A cluster of 3 separate species, C17H41N2O8 in total, computed with the ωB97M-V functional and the def2-TZVPD basis.

```
68
Properties=species:S:1:pos:R:3:forces:R:3
O 4.283513 -2.658975 0.732025 0.18 0.03 -0.14
C 4.095976 -2.193144 2.119662 -0.16 1.04 -0.34
C 3.980879 -0.607960 2.066354 1.12 -2.41 1.69
O 2.604134 -0.155798 2.280435 0.15 1.48 -1.46
C 2.036333 0.467556 1.162766 -0.54 -0.30 0.78
O 0.894102 -0.286232 0.728774 0.01 0.45 0.34
C -0.179571 -0.169914 1.656772 -1.07 -0.55 -0.33
C -1.260009 -1.237910 1.253417 0.33 0.93 -0.38
O -2.267040 -1.365685 2.285150 0.58 0.12 -0.44
H 3.653786 -2.191935 0.170049 -0.12 -0.35 -0.08
H 3.084859 -2.603510 2.441286 0.67 0.68 -0.10
H 4.574018 -0.235549 2.941512 -0.72 0.16 -0.59
H 4.468979 -0.190902 1.151094 -0.59 -0.25 0.35
H 1.691699 1.488937 1.472889 0.17 -0.57 -0.36
H 2.704259 0.548798 0.282346 -0.21 -0.22 0.55
H -0.638039 0.847235 1.530087 0.29 -0.87 0.45
H 0.105235 -0.363764 2.713386 0.15 0.19 -0.64
H -1.776045 -0.824847 0.351615 0.55 -0.59 0.32
H -0.781199 -2.219641 1.024031 -0.27 0.74 0.22
H -3.086922 -1.411757 1.791813 -0.23 -0.07 0.27
C -0.390920 3.378147 1.413255 -0.19 0.09 -0.15
O -1.703836 2.924513 1.697084 0.22 0.19 0.13
C -2.006044 2.841583 3.086586 -0.44 -0.10 0.08
C -2.944143 3.961969 3.522018 0.36 0.08 -0.17
N -2.280736 5.264061 3.508137 -0.24 -0.01 -0.11
C -3.184120 6.412488 3.585869 0.21 -0.08 -0.08
C -4.282187 6.563162 2.525078 -0.01 0.30 0.14
O -3.815043 6.890827 1.225403 -0.11 -0.18 0.11
C -3.292229 5.800628 0.483992 0.04 0.32 -0.14
H -0.177617 3.156400 0.366930 -0.07 -0.07 0.04
H -0.303842 4.460452 1.550108 0.13 0.05 0.08
H 0.350426 2.869688 2.030909 -0.02 0.09 0.06
H -1.098552 2.813832 3.698744 0.02 0.12 -0.11
H -2.525710 1.890411 3.232030 0.05 -0.01 0.02
H -3.304199 3.756099 4.534621 0.00 0.00 0.00
H -3.805212 3.940449 2.844875 -0.10 -0.15 0.04
H -1.738879 5.347740 2.659428 0.04 -0.06 0.03
H -2.554356 7.305782 3.537897 -0.10 0.03 0.01
H -3.652396 6.412731 4.576356 -0.09 -0.03 -0.05
H -4.902672 7.411156 2.829682 0.05 0.01 -0.03
H -4.956987 5.700936 2.486240 0.13 -0.14 -0.06
H -3.834736 4.871917 0.673985 0.09 -0.03 0.10
H -2.228001 5.676293 0.690564 0.00 -0.26 0.00
H -3.387111 6.041383 -0.576368 -0.07 0.06 0.06
C 0.397015 -2.801216 -5.803636 -0.15 0.05 0.20
O -0.271204 -3.688319 -4.926852 0.14 -0.01 -0.38
C 0.075138 -5.058278 -5.104454 -0.11 -0.28 0.40
C 0.966481 -5.566432 -3.976042 0.15 0.37 -0.18
N 2.304604 -4.986197 -4.036180 -0.16 -0.06 0.01
C 3.105430 -5.159809 -2.818692 -0.01 0.13 -0.06
C 2.555444 -4.634834 -1.487047 0.40 -0.08 0.21
O 2.514464 -3.226514 -1.376194 -0.44 -0.10 -0.40
C 1.428608 -2.599570 -2.032038 0.32 0.24 0.21
H -0.120943 -1.842277 -5.767035 -0.03 -0.06 0.06
H 1.431497 -2.634544 -5.492963 0.10 0.01 -0.14
H 0.376968 -3.166079 -6.835198 0.06 -0.02 0.00
H 0.527619 -5.238225 -6.086248 0.10 0.14 0.06
H -0.864037 -5.618505 -5.070254 0.01 -0.01 -0.01
H 1.047213 -6.655953 -4.046036 -0.01 -0.01 0.01
H 0.462921 -5.323560 -3.034340 -0.15 -0.11 0.02
H 2.225475 -3.996069 -4.220099 -0.04 0.00 0.04
H 4.058814 -4.656597 -3.001381 -0.01 -0.05 0.09
H 3.330647 -6.226470 -2.708288 -0.07 0.00 0.05
H 3.247489 -4.960859 -0.705983 0.03 0.14 0.00
H 1.584465 -5.071689 -1.224695 -0.13 0.06 -0.15
H 0.513470 -3.195984 -1.983652 0.00 -0.06 -0.11
H 1.690082 -2.372814 -3.069777 -0.23 -0.07 -0.15
H 1.242494 -1.646857 -1.531800 0.03 -0.09 0.11
```
Positions in Å, forces in eV/Å.

Properties
- electronic energy (Eh) = -1383.5150
- total charge = -1


Record 2
A structure of composition C2H2BrCl3, computed with the ωB97M-V functional and the def2-TZVPD basis.

```
8
Properties=species:S:1:pos:R:3:forces:R:3
C 1.006700 -0.100273 0.253871 -4.60 4.99 -0.62
C -0.713937 0.024170 -0.376346 3.03 -0.04 1.05
Cl 0.774322 0.038293 1.969313 0.88 0.08 0.54
Cl -1.649735 -0.953585 0.671224 -1.10 -0.92 0.45
Cl -1.142504 1.690076 -0.192926 -0.24 0.95 0.00
Br -1.013643 -0.529754 -2.175274 0.50 -0.15 -0.47
H 1.471787 0.855267 -0.129731 -0.14 -1.67 0.19
H 1.267012 -1.024194 -0.020132 1.66 -3.25 -1.14
```
Positions in Å, forces in eV/Å.

Properties
- relative energy (zero: lowest compared OMol25 entry of this formula, charge and spin) (kJ/mol) = 102.7
- electronic energy (Eh) = -4031.9475


Record 3
A cluster of 2 separate species, C5H7Cl in total, computed with the ωB97M-V functional and the def2-TZVPD basis.

```
13
Properties=species:S:1:pos:R:3:forces:R:3
C -1.196985 -1.010526 -0.128294 -1.79 -3.43 3.53
C 0.224996 -1.309713 -0.257754 -0.22 2.15 1.10
C 1.102565 -0.659776 0.484430 0.01 -2.36 -2.15
Cl 2.746344 -0.578416 -0.012120 0.50 -0.15 0.65
H -1.667187 -0.421553 -0.844624 -0.38 1.15 -1.45
H -1.792732 -1.989211 -0.039878 0.65 1.07 -0.66
H -1.418089 -0.637462 0.886077 0.17 0.55 -0.44
H 0.503395 -1.798131 -1.095278 1.13 -1.66 -2.66
H 0.687502 -0.208394 1.297744 0.12 1.80 2.37
C -0.290101 2.390340 0.187344 0.17 0.32 -0.74
C 0.676421 1.876843 -0.310251 -0.25 0.39 0.47
H -1.146528 2.980402 0.422463 0.03 -0.19 0.23
H 1.570393 1.365594 -0.589854 -0.13 0.37 -0.24
```
Positions in Å, forces in eV/Å.

Properties
- relative energy (zero: lowest compared OMol25 entry of this formula, charge and spin) (kJ/mol) = 320.9
- SMILES string = C/C=C/Cl.C#C
- electronic energy (Eh) = -654.7683


Record 4
The molecule C3H3NO, computed with the ωB97M-V functional and the def2-TZVPD basis.

```
8
Properties=species:S:1:pos:R:3:forces:R:3
C 0.119589 -0.863941 0.643312 -0.04 0.11 -0.06
C -0.038950 0.162781 -0.192514 0.07 -0.17 0.37
O -0.423918 0.031707 -1.487062 -0.03 -0.14 -0.06
C 0.116287 1.541993 0.213158 0.10 0.93 0.38
N 0.167474 2.638386 0.579594 0.03 -1.10 -0.40
H -0.226156 -1.844762 0.329531 0.32 0.00 -0.01
H 0.567686 -0.766536 1.621545 -0.27 0.18 -0.01
H -0.282011 -0.899629 -1.707564 -0.19 0.19 -0.21
```
Positions in Å, forces in eV/Å.

Properties
- relative energy (zero: lowest compared OMol25 entry of this formula, charge and spin) (kJ/mol) = 67.5
- SMILES string = C=C(O)C#N
- electronic energy (Eh) = -246.0658


| no. | orbital gap (eV) |
| --- | --- |
| 1 | 3.33 |
| 2 | 10.81 |
| 3 | 10.29 |
| 4 | 10.43 |